[1]
This record from the OMol25 dataset describes 3 unconnected molecules or ions with the total composition C5H13NO2 at a distorted geometry. The level of theory is ωB97M-V/def2-TZVPD.

```
21
Properties=species:S:1:pos:R:3:forces:R:3
H -2.602 0.625 -0.163 0.044 0.083 0.094
C -0.184 1.082 0.974 -0.878 -0.515 0.284
O -0.218 -1.662 -1.687 0.056 0.872 -0.242
H -0.872 -2.091 1.312 0.212 0.043 -0.025
H 0.533 -1.261 1.771 -0.118 -0.061 -0.084
C 2.421 0.290 -0.605 -0.095 0.113 0.267
H -0.700 2.009 0.779 -0.016 0.034 -0.156
H 1.046 0.852 -2.173 0.132 0.002 -0.056
H 1.102 2.034 -0.879 -0.459 -0.233 0.429
C 1.185 0.976 -1.105 0.039 -1.178 -1.214
C -2.380 -0.121 0.597 0.040 0.007 -0.122
N -0.464 -1.220 1.621 -0.252 0.124 -0.169
H 2.631 0.535 0.438 -0.031 -0.076 -0.049
H -2.971 0.086 1.493 0.011 -0.047 -0.063
H -1.019 -1.555 -2.225 0.338 -0.086 -0.056
C -0.921 -0.097 0.954 0.585 0.808 0.621
H 3.287 0.617 -1.194 -0.103 -0.011 -0.030
O -0.210 -0.370 -0.996 0.228 0.231 0.648
H 0.692 1.150 1.604 0.168 -0.084 -0.117
H -2.688 -1.088 0.195 0.086 -0.055 0.065
H 2.331 -0.790 -0.710 0.013 0.027 -0.027
```
Positions in Å, forces in eV/Å.

- Energy above the lowest of the compared OMol25 structures with the same formula, charge and spin: 169.5 kcal per mole
- Calculated total energy: -403.30644 Eh
- HOMO (spin up / spin down): -7.671 / -7.671 eV
- HOMO-LUMO gap (spin up / spin down): 0.3092 / 0.3092 Eh

***

[2]
This record from the OMol25 dataset describes a molecular structure, C2H11O6P4 at a distorted geometry. The level of theory is ωB97M-V/def2-TZVPD.

```
23
Properties=species:S:1:pos:R:3:forces:R:3
H -3.288 0.736 -1.449 0.423 -0.242 0.256
O 1.379 2.481 -0.115 -0.957 -0.592 1.472
O 0.409 -0.754 1.446 -0.481 0.742 0.007
H -0.101 -3.104 0.589 1.608 1.342 -1.730
P -2.163 0.766 0.576 -0.972 0.955 -0.745
H -0.296 -3.467 -1.076 1.369 1.833 0.263
P -1.384 2.777 1.176 1.053 -0.491 1.866
O -0.369 -1.422 -0.712 -0.217 1.472 0.529
C 1.740 -2.565 -0.723 2.315 -3.162 1.970
P -0.121 -0.025 0.085 0.939 -3.168 -1.424
C 0.298 -2.670 -0.456 -3.944 -3.267 1.883
O -2.962 1.294 -0.725 0.134 -0.162 0.783
H -0.058 2.680 3.148 -0.783 -0.811 -1.902
H -2.267 3.018 2.238 -0.924 0.358 -0.314
H 0.639 -0.243 2.237 -0.041 0.240 -0.362
O -0.265 2.167 2.301 0.485 0.729 0.482
H -0.666 0.969 -2.821 -0.564 0.480 -2.156
H 1.859 3.192 -0.467 1.004 2.030 -0.767
H 1.871 -1.721 -1.313 0.735 1.362 -1.288
O -0.423 0.741 -1.959 1.672 0.071 3.387
H 2.391 -2.516 0.220 -1.097 0.382 -1.199
P 1.620 1.166 -0.976 -1.033 -1.410 -1.286
H 2.159 -3.499 -1.224 -0.723 1.309 0.275
```
Positions in Å, forces in eV/Å.

- 2S+1: 3
- Energy above the lowest of the compared OMol25 structures with the same formula, charge and spin: 44.2 kcal per mole
- Charge: +1
- Calculated total energy: -1899.29045 Eh
- HOMO (spin up / spin down): -10.058 / -12.931 eV
- HOMO-LUMO gap (spin up / spin down): 0.2107 / 0.1992 Eh

***

[3]
This record from the OMol25 dataset describes a molecular structure, C4H8F2S at a distorted geometry. The level of theory is ωB97M-V/def2-TZVPD.

```
15
Properties=species:S:1:pos:R:3:forces:R:3
C 0.073 0.561 0.444 -5.769 0.283 -0.765
F -0.058 1.867 0.132 0.336 0.040 -0.066
H 2.278 -1.130 -1.246 -0.105 0.061 -0.344
H -2.724 -0.736 -1.016 -0.158 -0.057 -0.050
C 2.038 0.339 0.572 6.725 -2.016 0.279
H -0.366 -1.382 -0.285 0.018 0.105 -0.080
C -2.165 -0.167 -0.278 -0.120 -0.050 -0.205
C -0.659 -0.352 -0.493 -0.439 0.300 0.420
H 2.248 0.470 1.625 -0.275 0.019 0.166
H 2.428 1.115 -0.071 -0.338 0.223 -0.214
F -0.318 0.427 1.726 0.475 -0.140 0.087
H -0.382 -0.093 -1.514 0.114 -0.056 -0.013
H -2.448 -0.504 0.716 -0.040 -0.022 -0.002
H -2.433 0.885 -0.371 -0.059 -0.029 -0.042
S 2.488 -1.300 0.060 -0.365 1.338 0.829
```
Positions in Å, forces in eV/Å.

- 2S+1: 3
- Energy above the lowest of the compared OMol25 structures with the same formula, charge and spin: 0.0 kcal per mole
- Calculated total energy: -754.90456 Eh
- HOMO (spin up / spin down): -4.181 / -10.356 eV
- HOMO-LUMO gap (spin up / spin down): 0.1785 / 0.2974 Eh

***

[4]
This record from the OMol25 dataset describes a single CH2N3O2P molecule at a distorted geometry. The level of theory is ωB97M-V/def2-TZVPD.

```
9
Properties=species:S:1:pos:R:3:forces:R:3
N -2.094 -0.698 -0.015 -0.287 -2.267 0.284
C -0.099 0.930 -0.175 -0.796 -0.896 0.941
H 2.736 -0.080 0.925 -0.705 1.111 -3.487
N 0.957 0.592 0.296 0.792 0.679 -0.831
N 2.304 0.390 0.024 -2.065 -0.192 3.224
O -3.107 -1.027 0.626 1.017 0.548 -0.829
P -1.889 1.030 -0.224 1.906 1.596 -0.057
H 2.482 0.361 -0.970 0.698 -0.774 0.362
O -1.289 -1.498 -0.487 -0.560 0.195 0.393
```
Positions in Å, forces in eV/Å.

- Energy above the lowest of the compared OMol25 structures with the same formula, charge and spin: 66.6 kcal per mole
- Calculated total energy: -695.19715 Eh
- SMILES: NN=C=P[N+](=O)[O-]
- HOMO: -8.709 eV
- HOMO-LUMO gap: 0.2993 Eh